# 1
Molecular formula: C43H45AsCoN4OS
Method: DFT, ωB97M-V/def2-TZVPD

XYZ file:
```
96
Properties=species:S:1:pos:R:3
Co 0.237 0.295 -0.610
C 2.122 2.451 -3.843
C 2.354 2.225 -2.346
C 3.490 1.259 -2.132
C 4.769 1.787 -2.217
C 5.876 0.963 -2.278
C 5.680 -0.403 -2.375
C 4.424 -0.987 -2.296
C 4.345 -2.459 -2.645
C 3.445 -2.702 -3.864
C 3.303 -0.152 -2.020
N 2.048 -0.633 -1.632
C 1.751 -1.883 -1.501
C 0.369 -2.250 -1.358
C 0.029 -3.518 -0.934
C -1.243 -3.889 -0.421
C -2.371 -3.140 -0.480
N -0.502 -1.201 -1.509
H 1.288 3.136 -3.992
H 1.891 1.509 -4.343
H 3.014 2.874 -4.308
H 1.433 1.845 -1.932
H 2.572 3.177 -1.860
H 4.886 2.863 -2.262
H 6.873 1.378 -2.328
H 6.537 -1.046 -2.535
H 4.028 -3.080 -1.806
H 5.352 -2.792 -2.891
H 2.412 -2.411 -3.672
H 3.456 -3.755 -4.145
H 3.806 -2.118 -4.710
H 2.500 -2.665 -1.483
H 0.841 -4.231 -0.860
H -1.295 -4.842 0.094
H -3.304 -3.444 -0.030
S -1.337 1.740 -1.546
C -2.990 1.189 -1.391
C -3.991 2.168 -1.342
C -5.319 1.827 -1.174
C -5.699 0.494 -1.052
C -4.736 -0.489 -1.144
C -3.392 -0.150 -1.317
As -2.228 -1.636 -1.607
C -2.682 -2.300 -3.375
C -2.110 -3.492 -3.816
C -2.524 -4.047 -5.015
C -3.517 -3.427 -5.762
C -4.088 -2.244 -5.319
C -3.671 -1.675 -4.125
C -0.429 -0.576 0.998
C 0.417 -1.443 1.674
C -0.018 -2.088 2.827
C -1.295 -1.860 3.317
C -2.129 -0.968 2.660
C -1.698 -0.328 1.503
H -3.696 3.205 -1.428
H -6.066 2.609 -1.134
H -6.736 0.230 -0.893
H -5.015 -1.537 -1.097
H -1.349 -3.983 -3.225
H -2.083 -4.971 -5.364
H -3.848 -3.867 -6.693
H -4.864 -1.765 -5.901
H -4.109 -0.745 -3.787
H 1.425 -1.634 1.318
H 0.647 -2.773 3.340
H -1.634 -2.367 4.212
H -3.123 -0.763 3.041
H -2.365 0.378 1.023
C -0.644 4.162 7.045
C -1.445 3.649 5.853
N -0.650 2.828 4.937
C -0.537 1.396 5.206
C 0.676 0.969 6.039
C -0.208 3.410 3.795
O -0.464 4.553 3.455
C 0.692 2.585 2.910
C 2.019 2.354 3.254
C 2.845 1.735 2.331
C 2.312 1.331 1.123
N 1.028 1.528 0.798
C 0.252 2.186 1.663
H -1.252 4.856 7.624
H 0.244 4.691 6.699
H -0.337 3.350 7.705
H -1.813 4.496 5.278
H -2.300 3.060 6.188
H -0.527 0.857 4.258
H -1.450 1.105 5.727
H 1.551 0.816 5.408
H 0.463 0.027 6.546
H 0.922 1.712 6.796
H 2.400 2.675 4.214
H 3.892 1.563 2.538
H 2.933 0.842 0.384
H -0.763 2.394 1.347
```

Output
energy above the lowest of the compared OMol25 structures with the same formula, charge and spin = 259.6 kJ/mol
HOMO-LUMO gap (spin up / spin down) = 6.84 / 6.78 eV
HOMO (spin up / spin down) = -10.45 / -10.39 eV
net charge = +1

Okay, here come the Löwdin numbers, in e, for every atom:
1. Co 0.32
2. C -0.07
3. C -0.21
4. C -0.18
5. C -0.04
6. C -0.05
7. C -0.04
8. C -0.14
9. C -0.20
10. C -0.07
11. C -0.16
12. N 0.12
13. C -0.09
14. C -0.37
15. C -0.07
16. C -0.15
17. C -0.16
18. N -0.20
19. H 0.08
20. H 0.08
21. H 0.08
22. H 0.02
23. H 0.12
24. H 0.12
25. H 0.11
26. H 0.12
27. H 0.10
28. H 0.11
29. H 0.06
30. H 0.08
31. H 0.09
32. H 0.10
33. H 0.12
34. H 0.12
35. H 0.08
36. S 0.75
37. C -0.66
38. C -0.11
39. C -0.06
40. C -0.07
41. C -0.12
42. C -0.37
43. As 1.36
44. C -0.27
45. C -0.09
46. C -0.07
47. C -0.06
48. C -0.06
49. C -0.08
50. C -0.19
51. C -0.09
52. C -0.07
53. C -0.09
54. C -0.08
55. C -0.12
56. H 0.11
57. H 0.11
58. H 0.11
59. H 0.11
60. H 0.09
61. H 0.11
62. H 0.11
63. H 0.11
64. H 0.10
65. H 0.11
66. H 0.11
67. H 0.11
68. H 0.11
69. H 0.09
70. C -0.07
71. C -0.19
72. N -0.05
73. C -0.19
74. C -0.05
75. C -0.42
76. O 0.09
77. C -0.09
78. C 0.02
79. C -0.01
80. C -0.09
81. N 0.00
82. C -0.05
83. H 0.08
84. H 0.08
85. H 0.06
86. H 0.11
87. H 0.12
88. H 0.10
89. H 0.12
90. H 0.06
91. H 0.08
92. H 0.07
93. H 0.13
94. H 0.12
95. H 0.10
96. H 0.12

# 2
Molecular formula: C43H45BNO6S2Sn
Method: DFT, ωB97M-V/def2-TZVPD

XYZ file:
```
99
Properties=species:S:1:pos:R:3
Sn 0.195 2.485 -0.136
C 3.832 2.112 -0.671
C 3.770 3.480 -1.394
O 2.451 3.825 -1.756
C 2.418 5.183 -2.239
C 2.285 6.210 -1.187
O 1.306 5.728 -0.257
C 1.530 6.069 1.145
C 0.579 5.167 1.868
O 0.899 3.742 1.621
C 2.120 3.353 2.397
C 3.265 3.142 1.496
O 3.032 2.050 0.571
H 4.890 2.032 -0.288
H 2.953 0.464 -0.814
H 4.472 3.429 -2.310
H 4.178 4.261 -0.762
H 1.530 5.300 -2.871
H 3.281 5.375 -2.931
H 1.959 7.228 -1.516
H 3.187 6.347 -0.657
H 1.309 7.126 1.348
H 2.572 5.923 1.456
H -0.448 5.273 1.494
H 0.612 5.343 2.956
H 1.825 2.411 2.960
H 2.262 4.156 3.103
H 4.219 2.953 2.018
H 3.379 4.026 0.799
C -7.198 -0.788 -0.685
C -5.795 -0.890 -0.098
C -5.223 0.332 0.274
C -3.809 0.313 0.588
C -2.997 -0.824 0.509
C -3.658 -2.051 0.203
C -5.032 -2.078 -0.012
S -1.225 -0.742 0.572
O -0.768 0.696 0.866
C -0.917 -0.909 -1.198
C -1.272 0.206 -1.992
C -0.827 0.363 -3.287
C 0.027 -0.575 -3.849
C 0.664 -0.369 -5.095
C 1.546 -1.306 -5.592
C 1.674 -2.565 -4.935
C 1.066 -2.812 -3.757
C 0.291 -1.788 -3.099
C -0.207 -2.011 -1.739
C 0.023 -3.262 -1.011
C -0.630 -4.530 -1.311
C -1.560 -4.656 -2.397
C -2.288 -5.829 -2.617
C -2.145 -6.897 -1.639
C -1.215 -6.822 -0.666
C -0.371 -5.691 -0.559
C 0.808 -5.736 0.278
C 1.432 -4.516 0.573
C 0.960 -3.305 0.084
S 1.853 -1.892 0.571
O 3.447 1.003 -1.442
C 1.902 -2.123 2.289
C 2.953 -1.535 3.064
C 2.923 -1.557 4.446
C 1.968 -2.338 5.130
C 1.967 -2.547 6.618
C 0.979 -2.941 4.374
C 0.932 -2.846 2.963
H -7.171 -0.497 -1.710
H -7.755 -0.051 -0.165
H -7.715 -1.733 -0.632
H -5.698 1.303 0.277
H -3.338 1.244 0.875
H -3.062 -2.982 0.096
H -5.468 -3.070 -0.244
H -1.932 0.935 -1.503
H -1.083 1.229 -3.865
H 0.487 0.585 -5.584
H 2.019 -1.094 -6.512
H 2.223 -3.388 -5.424
H 1.218 -3.771 -3.259
H -1.727 -3.825 -3.063
H -2.867 -5.923 -3.528
H -2.662 -7.872 -1.815
H -1.128 -7.667 0.061
H 1.132 -6.684 0.707
H 2.279 -4.444 1.205
H 3.729 -0.999 2.500
H 3.654 -1.012 5.016
H 2.345 -3.553 6.885
H 0.977 -2.513 6.963
H 2.585 -1.903 7.186
H 0.215 -3.488 4.916
H 0.112 -3.395 2.433
B -4.027 4.561 1.302
C -2.778 3.950 0.575
N -1.818 3.496 0.107
H -4.763 3.558 1.353
H -3.708 5.094 2.338
H -4.418 5.533 0.641
```

Output
energy above the lowest of the compared OMol25 structures with the same formula, charge and spin = 229.8 kJ/mol
HOMO-LUMO gap (spin up / spin down) = 4.38 / 2.14 eV
HOMO (spin up / spin down) = -14.93 / -15.00 eV
net charge = +3

Okay, here come the Löwdin numbers, in e, for every atom:
1. Sn 1.56
2. C -0.33
3. C -0.15
4. O -0.20
5. C -0.16
6. C -0.17
7. O -0.17
8. C -0.14
9. C -0.13
10. O -0.37
11. C -0.10
12. C -0.16
13. O -0.19
14. H 0.18
15. H 0.05
16. H 0.18
17. H 0.11
18. H 0.14
19. H 0.16
20. H 0.16
21. H 0.11
22. H 0.15
23. H 0.13
24. H 0.11
25. H 0.15
26. H 0.16
27. H 0.13
28. H 0.16
29. H 0.12
30. C -0.02
31. C -0.22
32. C 0.00
33. C -0.06
34. C -0.38
35. C -0.06
36. C -0.01
37. S 1.05
38. O -0.69
39. C -0.31
40. C -0.12
41. C 0.00
42. C -0.15
43. C 0.00
44. C -0.01
45. C -0.04
46. C -0.02
47. C -0.06
48. C -0.13
49. C -0.11
50. C -0.11
51. C 0.00
52. C 0.00
53. C -0.03
54. C -0.03
55. C -0.14
56. C 0.07
57. C -0.09
58. C -0.45
59. S 1.19
60. O 0.04
61. C -0.50
62. C -0.05
63. C 0.00
64. C -0.21
65. C 0.00
66. C 0.01
67. C -0.06
68. H 0.08
69. H 0.07
70. H 0.09
71. H 0.11
72. H 0.07
73. H 0.12
74. H 0.14
75. H 0.09
76. H 0.13
77. H 0.13
78. H 0.11
79. H 0.13
80. H 0.13
81. H 0.11
82. H 0.12
83. H 0.14
84. H 0.15
85. H 0.14
86. H 0.11
87. H 0.12
88. H 0.12
89. H 0.12
90. H 0.07
91. H 0.08
92. H 0.13
93. H 0.14
94. B -0.11
95. C -0.09
96. N 0.07
97. H 0.07
98. H 0.16
99. H 0.20

Q: Among the records above, which one has the lowest net charge?
A: C43H45AsCoN4OS

Q: The lowest energy above the lowest of the compared OMol25 structures with the same formula, charge and spin belongs to which entry?
A: C43H45BNO6S2Sn

Q: Among the records above, which one has the lowest net charge?
A: C43H45AsCoN4OS

Q: Which value of energy above the lowest of the compared OMol25 structures with the same formula, charge and spin does entry 1 give?
A: 259.6 kJ/mol